A 2-piece molecular cluster, C2H7N2O2 overall, computed with ωB97M-V/def2-TZVPD.

Results
highest occupied orbital energy: -15.60 eV
LUMO level: -5.197 eV
electronic energy: -339.98580 Eh
orbital gap: 0.3825 Eh

```
! wB97M-V def2-TZVPD RIJCOSX def2/J DEFGRID3
* xyz 1 1
C 0.6185 -1.7602 -0.3226
C -0.0051 -0.4711 0.1084
N -2.2488 0.3720 0.5879
N -1.2362 -0.1913 0.3832
O -2.9140 0.8537 -0.4768
O 1.8574 1.9683 0.3340
H 1.7617 -1.7680 -0.4762
H 0.3137 -2.6133 0.3271
H 0.3466 -2.0729 -1.4308
H 2.6687 1.6714 0.8745
H 0.5801 0.4037 0.3139
H -3.9167 0.8138 -0.2312
H 2.1740 2.7939 0.0086
*
```

Here are the Löwdin charges for atoms 1 to 6, given in e:
1 C -0.026
2 C 0.009
3 N 0.068
4 N 0.137
5 O 0.072
6 O -0.071



C2H7N2OP in the gas phase, computed with ωB97M-V/def2-TZVPD.

Results
SMILES string: CN(C)NP=O
highest occupied orbital energy: -9.11 eV
LUMO level: 0.727 eV
electronic energy: -606.44563 Eh
orbital gap: 0.3614 Eh

```
! wB97M-V def2-TZVPD RIJCOSX def2/J DEFGRID3
* xyz 0 1
C 0.4093 0.6858 0.6939
C 0.1344 -0.7565 -1.3489
N -1.1224 -1.2798 0.6737
N -0.3963 -0.1397 -0.1808
O -1.8548 -2.4595 2.8421
P -1.3430 -1.2153 2.3058
H 1.3144 0.3045 1.3185
H 0.7798 1.4954 0.0563
H -0.3835 1.2178 1.3033
H -0.5861 -1.4814 -1.9454
H 0.2830 0.0483 -2.0571
H 1.1643 -1.3096 -1.3583
H -1.4633 -1.9411 0.0146
*
```

Here are the Löwdin charges for atoms 1 to 6, given in e:
1 C -0.185
2 C -0.162
3 N -0.197
4 N -0.267
5 O -0.494
6 P 0.710



An isolated ion of composition C2H7N2OS and charge +1, computed with ωB97M-V/def2-TZVPD.

Results
SMILES string: CSOC(N)=[NH2+]
highest occupied orbital energy: -13.00 eV
LUMO level: -3.510 eV
electronic energy: -663.04577 Eh
orbital gap: 0.3487 Eh

```
! wB97M-V def2-TZVPD RIJCOSX def2/J DEFGRID3
* xyz 1 1
C -1.1040 0.2022 0.7269
C 2.2418 -0.2267 -1.4961
N -1.8239 -0.7319 0.1891
N -1.2543 1.2603 1.5048
O 0.3300 0.2825 0.2209
S 0.9870 -1.0929 -0.5166
H 2.5487 -1.0451 -2.0433
H 2.8256 0.1216 -0.6880
H 1.6361 0.4891 -1.9749
H -2.7051 -0.8807 0.5999
H -1.2992 -1.4856 -0.2856
H -2.0604 1.5393 1.9431
H -0.3223 1.5679 1.8199
*
```

Here are the Löwdin charges for atoms 1 to 6, given in e:
1 C -0.334
2 C -0.263
3 N 0.236
4 N 0.258
5 O -0.430
6 S 0.927



C2H7N2OS as an isolated structure, computed with ωB97M-V/def2-TZVPD.

Results
highest occupied orbital energy (alpha / beta): -11.69 / -11.69 eV
LUMO level (alpha / beta): -6.791 / -6.794 eV
electronic energy: -662.97156 Eh
orbital gap (alpha / beta): 0.1801 / 0.1801 Eh

```
! wB97M-V def2-TZVPD RIJCOSX def2/J DEFGRID3
* xyz 1 1
C -3.9683 -0.2555 -0.1689
C -4.2886 0.9883 -0.4935
N 1.6735 0.4015 -0.4864
N 3.4014 -0.8690 0.8934
O -3.5743 -1.3446 0.0010
S 0.0994 0.1402 -0.6977
H -5.1612 1.1600 -1.2149
H -3.6817 1.8000 -0.0050
H 1.9584 1.2486 -0.9340
H 2.6599 -0.1884 0.2315
H 3.1818 -1.7786 0.5858
H 3.4130 -0.8215 1.8502
H 4.2867 -0.4810 0.4384
*
```

Here are the Löwdin charges for atoms 1 to 6, given in e:
1 C -0.296
2 C -0.015
3 N -0.434
4 N 0.202
5 O 0.138
6 S 0.855



A 2-piece molecular cluster, C2H7N2S overall, computed with ωB97M-V/def2-TZVPD.

Results
highest occupied orbital energy: -2.67 eV
LUMO level: 4.186 eV
electronic energy: -588.10563 Eh
orbital gap: 0.2521 Eh

```
! wB97M-V def2-TZVPD RIJCOSX def2/J DEFGRID3
* xyz -1 1
C 2.6553 0.2489 0.9448
S 1.4801 1.5537 0.2863
H 3.0988 -0.2880 0.1176
H 2.0972 -0.5634 1.4637
H 3.2033 0.8116 1.6883
N -0.8165 -0.5210 -1.0876
C -2.0294 -0.0760 -0.6451
N -3.1076 -0.7270 -0.3755
H -0.8894 -1.4285 -1.5221
H -0.1314 0.1959 -0.8111
H -1.9126 0.9639 -0.3363
H -3.6479 -0.1701 0.2770
*
```

Here are the Löwdin charges for atoms 1 to 6, given in e:
1 C -0.664
2 S 0.031
3 H -0.029
4 H -0.012
5 H -0.041
6 N 0.052



A 2-piece molecular cluster, C2H7N2S overall, computed with ωB97M-V/def2-TZVPD.

Results
highest occupied orbital energy: -2.81 eV
LUMO level: 4.203 eV
electronic energy: -588.09519 Eh
orbital gap: 0.2577 Eh

```
! wB97M-V def2-TZVPD RIJCOSX def2/J DEFGRID3
* xyz -1 1
C -0.8044 -1.6836 -1.8515
S 0.9841 -1.3889 -1.5285
H -0.8743 -1.9939 -2.8954
H -1.4885 -0.8639 -1.6217
H -1.3642 -2.4386 -1.2525
N -0.0146 0.2583 0.9712
C 0.6105 1.4550 1.0966
N 0.6676 2.0184 2.2680
H -0.2776 0.0697 1.9338
H 0.2184 -0.3035 0.1133
H 0.9107 2.2073 0.3550
H 1.4323 2.6636 2.4116
*
```

Here are the Löwdin charges for atoms 1 to 6, given in e:
1 C -0.713
2 S 0.095
3 H -0.033
4 H -0.017
5 H -0.002
6 N 0.045



A 2-piece molecular cluster, C2H7N2S overall, computed with ωB97M-V/def2-TZVPD.

Results
highest occupied orbital energy (alpha / beta): -8.51 / -8.49 eV
LUMO level (alpha / beta): 0.525 / -2.805 eV
electronic energy: -587.97005 Eh
orbital gap (alpha / beta): 0.3322 / 0.2089 Eh

```
! wB97M-V def2-TZVPD RIJCOSX def2/J DEFGRID3
* xyz 0 2
C -0.6199 -1.0330 2.8234
S -0.5463 -1.2746 0.9018
H 0.1738 -0.3633 3.1538
H -0.5634 -1.9459 3.3797
H -1.7026 -0.5367 2.9668
N 0.9170 0.3117 -1.3184
C -0.0871 1.0536 -1.8833
N 0.2377 1.5445 -3.0625
H 1.4386 0.0021 -2.0725
H 0.5570 -0.1096 -0.3278
H -0.8112 1.2996 -1.1898
H 1.0064 1.0517 -3.3709
*
```

Here are the Löwdin charges for atoms 1 to 6, given in e:
1 C -0.422
2 S 0.619
3 H 0.011
4 H -0.005
5 H 0.078
6 N -0.009



An isolated ion of composition C2H7N2S and charge +1, computed with ωB97M-V/def2-TZVPD.

Results
SMILES string: CSNC=[NH2+]
highest occupied orbital energy: -13.36 eV
LUMO level: -3.829 eV
electronic energy: -587.82019 Eh
orbital gap: 0.3502 Eh

```
! wB97M-V def2-TZVPD RIJCOSX def2/J DEFGRID3
* xyz 1 1
C 1.7660 -0.2160 -0.1573
C -2.2695 0.1880 -0.2627
N 0.4508 -0.4160 0.0576
N 2.3883 0.9040 -0.1708
S -0.7173 0.9156 0.2531
H 2.3552 -1.0775 0.0354
H -2.2466 -0.4841 -1.0475
H -2.7990 1.1826 -0.5570
H -2.8424 -0.2614 0.6472
H 0.1961 -1.3385 -0.3097
H 3.4181 0.8896 0.0969
H 1.8884 1.8021 -0.2838
*
```

Here are the Löwdin charges for atoms 1 to 6, given in e:
1 C -0.240
2 C -0.385
3 N -0.244
4 N 0.176
5 S 0.910
6 H 0.152



C2H7N3 in the gas phase, computed with ωB97M-V/def2-TZVPD.

Results
SMILES string: [H]/N=C(/N)NC
highest occupied orbital energy: -9.14 eV
LUMO level: 0.949 eV
electronic energy: -244.67496 Eh
orbital gap: 0.3707 Eh

```
! wB97M-V def2-TZVPD RIJCOSX def2/J DEFGRID3
* xyz 0 1
C -0.0250 1.4738 1.2280
N -0.6743 0.4607 0.4050
C 0.0951 -0.3943 -0.3635
N -0.6876 -1.1558 -1.2356
N 1.3512 -0.5866 -0.2890
H 0.3461 2.3217 0.6469
H 0.7808 1.0212 1.8008
H -0.7989 1.9170 1.8539
H -1.5201 0.7816 -0.0392
H -1.4645 -1.5939 -0.7512
H -0.1030 -1.8341 -1.7055
H 1.8331 0.2063 0.1285
*
```

Here are the Löwdin charges for atoms 1 to 6, given in e:
1 C -0.104
2 N -0.033
3 C -0.606
4 N 0.093
5 N 0.105
6 H 0.081



A 2-piece molecular cluster, C2H7N3 overall, computed with ωB97M-V/def2-TZVPD.

Results
SMILES string: [H]/N=C\N.C=N
highest occupied orbital energy: -8.46 eV
LUMO level: 0.934 eV
electronic energy: -244.57257 Eh
orbital gap: 0.3451 Eh

```
! wB97M-V def2-TZVPD RIJCOSX def2/J DEFGRID3
* xyz 0 1
C 0.5955 1.3006 1.8476
N -0.0067 1.8839 0.8799
H 0.1701 0.8832 2.7646
H 1.6940 1.3163 1.8572
H 0.6739 2.0860 0.1404
N -0.4404 -1.2565 0.1965
C -0.5026 -1.2677 -1.2417
N 0.2927 -0.5365 -1.9032
H -0.1906 -0.4861 0.8302
H -1.1596 -1.8348 0.6025
H -1.3609 -1.7571 -1.7183
H 1.2763 -0.8419 -1.7266
*
```

Here are the Löwdin charges for atoms 1 to 6, given in e:
1 C -0.163
2 N 0.027
3 H 0.066
4 H 0.067
5 H 0.048
6 N 0.056



C2H7N3 in the gas phase, computed with ωB97M-V/def2-TZVPD.

Results
SMILES string: C/N=C\NN
highest occupied orbital energy: -8.95 eV
LUMO level: 1.020 eV
electronic energy: -244.54323 Eh
orbital gap: 0.3663 Eh

```
! wB97M-V def2-TZVPD RIJCOSX def2/J DEFGRID3
* xyz 0 1
C 1.5915 -0.3471 0.1512
C -0.2761 1.1582 -0.1263
H 0.9843 -1.2894 -0.3249
H 1.2364 -0.3725 1.1736
H 2.6903 -0.1912 0.3466
H -0.5917 2.2625 -0.2506
H -2.2915 0.6811 0.2224
H -0.9846 -0.8330 -1.2367
H -0.6691 -1.4192 0.2116
N 0.8644 0.7817 -0.3705
N -1.3357 0.4220 0.4561
N -1.2181 -0.8531 -0.2525
*
```

Here are the Löwdin charges for atoms 1 to 6, given in e:
1 C -0.136
2 C -0.321
3 H 0.115
4 H 0.057
5 H 0.089
6 H 0.128



A 2-piece molecular cluster, C2H7N3 overall, computed with ωB97M-V/def2-TZVPD.

Results
highest occupied orbital energy: -7.00 eV
LUMO level: 1.086 eV
electronic energy: -244.56406 Eh
orbital gap: 0.2970 Eh

```
! wB97M-V def2-TZVPD RIJCOSX def2/J DEFGRID3
* xyz 0 1
C 0.7334 0.7732 0.2720
N 1.9652 1.2204 -0.1075
N -1.8906 -1.2310 -0.8524
C -0.8594 -0.8158 -0.0931
N 0.0678 -0.0314 -0.5672
H 2.5169 0.6088 -0.6910
H 2.4493 1.8680 0.4920
H -2.6196 -1.7974 -0.4529
H -2.0584 -0.7825 -1.7404
H 0.1501 1.3928 0.9612
H 0.3620 -0.0351 1.8343
H -0.8167 -1.1699 0.9451
*
```

Here are the Löwdin charges for atoms 1 to 6, given in e:
1 C -0.431
2 N 0.066
3 N 0.102
4 C -0.304
5 N 0.008
6 H 0.092



Energy above the lowest of the compared OMol25 structures with the same formula, charge and spin? In order: 121.93; 68.02; 27.50; 74.07; 18.92; 25.48; 42.75; 31.26; 0.26; 64.50; 82.92; 69.84 kcal/mol.